{
  "formula": "C14H11I2NO2Pb",
  "method": "ωB97M-V/def2-TZVPD",
  "e_homo_ev": -13.17,
  "orbital_gap_ev": 1.81,
  "charge": 2,
  "symbols": ["C", "C", "C", "N", "C", "O", "C", "C", "C", "C", "C", "C", "I", "C", "C", "I", "C", "C", "O", "H", "H", "H", "H", "H", "H", "H", "H", "H", "H", "H", "Pb"],
  "xyz": [[-3.1246, 1.7953, 2.1404], [-2.4820, 0.5821, 2.4081], [-1.4605, 0.0934, 1.4007], [-0.6102, -0.9391, 1.9321], [0.6207, -0.5069, 2.5801], [0.8507, -0.5592, 3.7514], [1.4825, -0.0750, 1.3991], [2.5227, 0.8146, 1.3007], [3.0749, 0.9816, 0.0317], [2.5942, 0.3234, -1.0824], [1.5302, -0.5824, -0.9958], [0.9622, -1.2987, -2.1765], [1.4277, -3.3484, -2.4122], [0.1676, -0.6680, -3.0337], [-0.4946, -1.3023, -4.2410], [-0.2957, 1.4062, -2.7338], [0.9979, -0.7730, 0.2533], [-0.1366, -1.6754, 0.7583], [-0.4914, -2.7238, 0.3293], [-3.0215, 2.6233, 2.8271], [-3.6997, 1.9119, 1.2121], [-2.7025, 0.0048, 3.3164], [-2.0254, -0.3426, 0.5439], [-0.9397, 0.9827, 1.0020], [2.8785, 1.3441, 2.1804], [3.9189, 1.6601, -0.0665], [3.0715, 0.5141, -2.0416], [0.0863, -2.1415, -4.6363], [-1.4486, -1.7285, -3.8940], [-0.6543, -0.5897, -5.0554], [-2.5992, 4.2170, 3.0022]]
}


{
  "formula": "C14H11N",
  "method": "ωB97M-V/def2-TZVPD",
  "e_homo_ev": -7.55,
  "orbital_gap_ev": 7.48,
  "smiles": "Nc1cccc2cc3ccccc3cc12",
  "symbols": ["N", "C", "C", "C", "C", "C", "C", "C", "C", "C", "C", "C", "C", "C", "C", "H", "H", "H", "H", "H", "H", "H", "H", "H", "H", "H"],
  "xyz": [[-2.5811, 2.2199, 0.1908], [-2.4190, 0.8780, -0.1209], [-3.5330, 0.0591, -0.1268], [-3.3126, -1.3535, -0.0603], [-2.0741, -1.8287, 0.1661], [-0.9094, -0.9847, 0.0957], [0.3241, -1.5408, 0.0556], [1.4947, -0.7106, -0.0089], [2.7780, -1.2852, -0.0441], [3.9148, -0.5636, -0.0308], [3.7554, 0.8219, 0.0560], [2.5558, 1.4339, -0.0417], [1.3712, 0.6709, -0.0130], [0.1192, 1.2304, -0.1137], [-1.0081, 0.4048, -0.1314], [-2.5063, 2.5442, 1.1151], [-2.2827, 2.8296, -0.4767], [-4.4910, 0.4880, -0.3369], [-4.2239, -1.9932, -0.1458], [-1.9623, -2.9156, 0.2191], [0.3852, -2.6364, 0.1044], [2.9110, -2.4101, -0.0093], [4.8868, -0.9689, -0.0234], [4.7181, 1.4185, 0.1204], [2.3765, 2.4387, 0.0564], [-0.0858, 2.2752, -0.0498]]
}


{
  "formula": "C14H11N7O7RuS",
  "method": "ωB97M-V/def2-TZVPD",
  "e_homo_ev": -15.83,
  "orbital_gap_ev": 6.51,
  "charge": 2,
  "symbols": ["Ru", "C", "C", "N", "N", "C", "N", "S", "C", "C", "C", "C", "C", "N", "H", "H", "H", "H", "H", "H", "H", "H", "H", "O", "N", "O", "C", "C", "C", "C", "O", "C", "C", "N", "O", "O", "N", "O", "O", "H", "H"],
  "xyz": [[-0.2744, 0.8363, -1.2626], [3.9022, 0.0390, -1.4862], [2.4222, 0.0465, -1.4823], [1.6834, 1.0996, -1.4138], [2.2278, 2.3564, -1.4916], [1.3623, 3.2144, -1.9198], [1.6606, 4.4830, -2.1629], [-0.3629, 2.7405, -2.2408], [1.6239, -1.1833, -1.6780], [2.1319, -2.4549, -1.7577], [1.2666, -3.5062, -2.0706], [-0.0770, -3.2590, -2.3004], [-0.5437, -1.9630, -2.1889], [0.2925, -0.9593, -1.8839], [4.2930, 1.0474, -1.4053], [4.2774, -0.4270, -2.3995], [4.2561, -0.5540, -0.6387], [2.6063, 4.8074, -2.0178], [0.9634, 5.1566, -2.4340], [3.1842, -2.6329, -1.5871], [1.6521, -4.5151, -2.1393], [-0.7641, -4.0535, -2.5540], [-1.5856, -1.7039, -2.3300], [-5.0083, -0.2633, 4.3408], [-3.8550, -0.5845, 4.5024], [-3.3763, -1.1416, 5.4596], [-2.9118, -0.2115, 3.4163], [-3.4197, 0.4359, 2.3054], [-2.5142, 0.7525, 1.3167], [-1.1450, 0.5021, 1.4203], [-0.2216, 1.0163, 0.5722], [-0.7103, -0.2144, 2.5288], [-1.5780, -0.5557, 3.5481], [0.6936, -0.6596, 2.5797], [1.1570, -1.0725, 1.5252], [1.2537, -0.6194, 3.6384], [-2.9010, 1.3496, 0.0402], [-2.4923, 0.6856, -0.9607], [-3.4586, 2.3957, -0.0405], [-4.4764, 0.6571, 2.2259], [-1.2339, -1.0874, 4.4262]]
}


{
  "formula": "C14H12AuF3N3O3S3",
  "method": "ωB97M-V/def2-TZVPD",
  "e_homo_ev": [-11.45, -11.45],
  "orbital_gap_ev": [5.53, 5.53],
  "charge": 1,
  "symbols": ["Au", "S", "C", "C", "C", "C", "C", "C", "C", "C", "C", "N", "H", "H", "H", "H", "H", "H", "C", "N", "C", "C", "N", "C", "S", "H", "H", "H", "H", "H", "H", "F", "C", "F", "F", "S", "O", "O", "O"],
  "xyz": [[1.4211, 0.5166, 0.2985], [0.5297, 2.8283, 3.9703], [2.2290, 2.8843, 3.7616], [2.6603, 2.1447, 2.7007], [1.5875, 1.5268, 2.0398], [0.3615, 1.7972, 2.6041], [-0.8742, 1.3190, 2.0442], [-2.1533, 1.7087, 2.4408], [-3.2445, 1.2389, 1.7354], [-3.0521, 0.3917, 0.6477], [-1.7600, 0.0385, 0.3131], [-0.7196, 0.4760, 1.0116], [2.8253, 3.4723, 4.4394], [3.6934, 2.0651, 2.3971], [-2.2706, 2.3940, 3.2687], [-4.2439, 1.5454, 2.0125], [-3.8868, 0.0079, 0.0806], [-1.5361, -0.6019, -0.5316], [1.2138, -2.9006, -2.7616], [0.2742, -3.1876, -1.6904], [-0.9189, -3.8531, -1.8443], [-1.4981, -3.9544, -0.6250], [-0.6508, -3.3352, 0.2575], [0.4312, -2.8510, -0.3920], [1.7552, -2.0894, 0.3690], [0.9206, -3.4482, -3.6522], [2.2171, -3.1926, -2.4571], [1.2176, -1.8401, -2.9699], [-1.2597, -4.2143, -2.7979], [-2.4215, -4.4184, -0.3307], [-0.7583, -3.2937, 1.2575], [1.1131, 3.9806, -2.1269], [0.4673, 2.8314, -2.1462], [-0.4630, 2.8429, -3.0859], [-0.1562, 2.6858, -0.9543], [1.5991, 1.3604, -2.3556], [2.6369, 1.5770, -1.3329], [2.0019, 1.2788, -3.7093], [0.7117, 0.2682, -1.8861]]
}


{
  "formula": "C14H12BrIMgN3S2",
  "method": "ωB97M-V/def2-TZVPD",
  "e_homo_ev": -11.35,
  "orbital_gap_ev": 7.29,
  "charge": 1,
  "symbols": ["Mg", "C", "S", "C", "S", "N", "N", "C", "C", "C", "C", "C", "C", "N", "H", "H", "H", "H", "H", "H", "H", "H", "Br", "C", "C", "C", "C", "C", "C", "I", "H", "H", "H", "H"],
  "xyz": [[-0.0533, 0.9432, 0.0792], [-4.1817, 0.9482, 3.8451], [-4.0956, 0.1477, 2.2351], [-2.4823, 0.4920, 1.7353], [-2.1207, -0.1749, 0.1495], [-1.7089, 1.1639, 2.5588], [-0.4707, 1.3636, 2.0387], [0.4728, 1.8560, 2.7337], [1.7725, 2.0087, 2.0522], [2.8532, 2.5874, 2.6933], [4.0498, 2.7292, 2.0089], [4.1372, 2.2874, 0.6996], [3.0183, 1.7146, 0.1237], [1.8593, 1.5706, 0.7730], [-5.1954, 0.7725, 4.1995], [-3.9995, 2.0151, 3.7532], [-3.4654, 0.5033, 4.5297], [0.3477, 2.1583, 3.7688], [2.7450, 2.9330, 3.7126], [4.9044, 3.1819, 2.4939], [5.0515, 2.3754, 0.1313], [3.0478, 1.3614, -0.8997], [0.2999, 5.2376, 1.6100], [1.4185, 5.0992, 0.0959], [2.6363, 5.7682, 0.1260], [3.4606, 5.7678, -0.9876], [3.0714, 5.1118, -2.1453], [1.8537, 4.4508, -2.1877], [1.0386, 4.4318, -1.0630], [-0.7867, 3.4113, -1.2280], [2.9181, 6.3092, 1.0190], [4.3994, 6.3044, -0.9551], [3.7041, 5.1230, -3.0225], [1.5402, 3.9462, -3.0915]]
}


{
  "formula": "C14H12Cl2MoN2O9",
  "method": "ωB97M-V/def2-TZVPD",
  "e_homo_ev": [-9.28, -9.07],
  "orbital_gap_ev": [8.12, 7.69],
  "s2": 2.0934,
  "spin_multiplicity": 3,
  "symbols": ["Mo", "O", "C", "O", "C", "C", "Cl", "N", "N", "C", "C", "O", "O", "C", "C", "C", "C", "C", "C", "H", "H", "H", "H", "H", "H", "C", "O", "C", "C", "H", "H", "H", "H", "H", "H", "O", "Cl", "O", "O", "O"],
  "xyz": [[-1.9540, -12.3625, -1.9613], [2.2207, -13.0444, 2.1419], [1.9742, -14.2078, 1.5920], [2.4475, -15.2473, 2.0416], [1.1127, -14.3334, 0.4209], [0.5635, -15.5089, -0.0581], [0.5429, -17.0229, 0.7380], [-0.2065, -15.2911, -1.1905], [-0.2689, -13.8352, -1.4247], [0.6059, -13.3422, -0.4960], [0.4767, -11.8483, -0.2814], [1.0784, -11.2991, 0.6781], [-0.2948, -11.1768, -1.0734], [-0.8215, -16.3697, -1.9433], [-2.2206, -16.3191, -2.0515], [-2.9758, -17.4035, -2.5734], [-2.2535, -18.4380, -3.1685], [-0.8613, -18.4401, -3.1492], [-0.1248, -17.4454, -2.5884], [1.7451, -12.2877, 1.5225], [-2.8083, -15.5258, -1.5861], [-4.0437, -17.3386, -2.5510], [-2.8801, -19.2523, -3.6302], [-0.2723, -19.1601, -3.7265], [0.9672, -17.4307, -2.6710], [-4.1023, -12.5550, -5.2471], [-3.0559, -11.8816, -4.4944], [-2.0277, -12.5142, -3.8233], [-0.9837, -13.1214, -4.6439], [-3.6998, -13.4129, -5.8380], [-4.4836, -11.7702, -5.8892], [-4.8936, -12.9454, -4.6179], [-0.7151, -12.5321, -5.5503], [-1.2244, -14.1169, -4.9408], [-0.0622, -13.1466, -4.0141], [-4.1032, -10.8504, 0.8404], [-4.3201, -11.4239, -0.4637], [-5.5982, -11.0675, -1.0130], [-3.9222, -12.9448, -0.5484], [-3.3284, -10.7218, -1.3623]]
}


{
  "formula": "C14H12ClIInO5",
  "method": "ωB97M-V/def2-TZVPD",
  "e_homo_ev": -5.22,
  "orbital_gap_ev": 5.05,
  "charge": -1,
  "symbols": ["O", "C", "Cl", "C", "In", "I", "H", "H", "H", "H", "C", "C", "C", "O", "C", "C", "C", "O", "H", "H", "H", "H", "C", "C", "C", "O", "C", "C", "C", "O", "H", "H", "H", "H"],
  "xyz": [[5.3268, -3.1599, -2.6031], [4.3293, -2.9485, -3.3467], [4.0624, -1.1594, -3.7676], [3.4117, -4.1192, -3.8997], [1.2196, -3.6177, -4.1184], [-0.0258, -3.0337, -1.6061], [3.8384, -4.4661, -4.8980], [3.4841, -4.9933, -3.1641], [0.4083, -5.1528, -4.6678], [0.8809, -2.2662, -5.2493], [-2.4639, 0.7994, 0.2178], [-1.9932, 0.0801, -0.8034], [-2.7311, -0.0132, -2.0812], [-2.3051, -0.6689, -3.0119], [-4.0107, 0.7230, -2.1838], [-4.4808, 1.4416, -1.1635], [-3.7418, 1.5345, 0.1143], [-4.1715, 2.1937, 1.0461], [-1.9343, 0.8770, 1.1617], [-1.0583, -0.4639, -0.7445], [-4.5381, 0.6448, -3.1266], [-5.4158, 1.9857, -1.2222], [0.6935, 2.6790, 5.3852], [-0.2926, 2.0822, 4.7150], [-0.0680, 1.5075, 3.3718], [-0.9677, 0.9646, 2.7588], [1.2912, 1.6181, 2.8009], [2.2775, 2.2149, 3.4713], [2.0532, 2.7898, 4.8146], [2.9529, 3.3331, 5.4283], [0.5469, 3.1060, 6.3695], [-1.2936, 1.9918, 5.1184], [1.4376, 1.1908, 1.8165], [3.2783, 2.3051, 3.0677]]
}


no.,E (Ha),molecular weight (g/mol),F_max (eV Å⁻¹)
1,-1532.63238,686.3,5.12
2,-594.81351,193.2,3.23
3,-1942.25571,522.4,0.87
4,-2560.25670,620.4,1.24
5,-4572.99711,517.5,0.16
6,-2315.57193,519.1,3.31
7,-1864.87884,537.4,5.23